C3H10BNO2 | ωB97M-V/def2-TZVPD

Output
Energy above the lowest of the compared OMol25 structures with the same formula, charge and spin ... 359.0 kJ/mol
HOMO-LUMO gap ... 0.323 hartree
Spin multiplicity ... 1
Charge ... 0
E_tot ... -350.3310 Ha

The geometry in XYZ format:
```
17
Properties=species:S:1:pos:R:3:nbo_charge:R:1
B 1.228 -0.526 0.273 0.93
C 2.400 -1.536 0.307 -0.97
C -2.134 1.605 0.597 -0.28
C -1.611 0.227 -1.319 0.22
N 0.245 -0.846 -0.579 -1.05
O 1.262 0.753 0.964 -0.93
O -1.633 1.399 -0.803 -0.47
H 3.154 -1.145 -0.421 0.23
H 2.210 -2.529 -0.111 0.22
H 2.811 -1.544 1.310 0.21
H -3.242 1.950 0.603 0.19
H -1.428 2.455 0.733 0.24
H -2.144 0.696 1.273 0.22
H -2.223 -0.566 -0.892 0.19
H -1.136 0.226 -2.308 0.22
H 0.084 -1.749 -0.900 0.35
H 2.157 1.132 1.273 0.49
```